Record 1
# C4H7NS

One molecule with the formula C4H7NS in a non-equilibrium geometry (ωB97M-V with the def2-TZVPD basis set, the OMol25 dataset).

- energy above the lowest of the compared OMol25 structures with the same formula, charge and spin (kcal/mol) = 113.0
- LUMO (eV) = -0.6
- E_tot (Eh) = -609.37834
- structure (SMILES) = S=CC[C@H]1CN1
- frontier orbital gap (Ha) = 0.301

Atoms and positions in Å:
C -0.7733 1.3879 -1.4540
C 0.3000 0.7211 -0.6652
C 0.0761 -0.5490 0.1526
C 0.8145 -0.9985 1.4739
H -1.5584 1.9977 -0.7131
H 0.7892 1.6419 -0.0614
H 1.1537 0.4520 -1.2211
H 0.0539 -1.3635 -0.6255
H 1.0376 -0.2618 2.4456
H 1.2391 -2.1238 1.2217
H -1.5276 -1.3784 1.2723
N -0.6731 -0.6286 1.3340
S -0.9318 1.1031 -3.1599



Record 2
# C4H11NO2

A 2-piece molecular cluster, C4H11NO2 overall (ωB97M-V with the def2-TZVPD basis set, the OMol25 dataset).

- energy above the lowest of the compared OMol25 structures with the same formula, charge and spin (kcal/mol) = 27.4
- LUMO (eV) = 0.9
- E_tot (Eh) = -364.22448
- structure (SMILES) = CC(C)NC=O.O
- frontier orbital gap (Ha) = 0.399

Atoms and positions in Å:
C 0.1912 -0.4608 -1.2754
N -0.5581 0.3328 -0.3834
C 0.6054 0.7400 1.7927
C -0.4378 -0.0740 1.0351
C -1.8087 -0.0670 1.6853
O 1.2110 -1.0429 -1.0128
H -0.2543 -0.6295 -2.2621
H -0.2451 1.2987 -0.4139
H 0.4474 1.8133 1.6230
H 0.5876 0.4685 2.8434
H 1.5663 0.5039 1.3384
H -0.0606 -1.0994 1.0778
H -2.4579 -0.8682 1.3411
H -2.3208 0.8798 1.4550
H -1.7530 -0.1516 2.7685
H 2.4626 -0.3180 -3.6233
H 1.1585 -1.0337 -3.8219
O 1.6664 -0.2916 -4.1673



Record 3
# C4H30NO10S

A 11-piece molecular cluster, C4H30NO10S overall in a non-equilibrium geometry (ωB97M-V with the def2-TZVPD basis set, the OMol25 dataset).

- energy above the lowest of the compared OMol25 structures with the same formula, charge and spin (kcal/mol) = 61.6
- LUMO (eV) = 2.7
- E_tot (Eh) = -1375.79346
- total charge = -1
- frontier orbital gap (Ha) = 0.321

Atoms and positions in Å:
C -0.9659 1.8629 -0.1902
C -1.2997 3.1285 -0.8874
S 0.1292 3.9845 -1.7283
C -2.1132 1.2635 0.6051
N -1.6307 0.4581 1.7115
C -2.3806 -0.7521 2.0126
H -0.5480 1.0962 -0.8501
H -0.1674 2.0282 0.5237
H -1.6681 3.8700 -0.1973
H -2.0811 3.1178 -1.6859
H -2.9120 1.9533 0.9003
H -2.7884 0.6715 -0.0864
H -0.6337 0.2936 1.6712
H -2.3564 -0.8296 3.1243
H -1.9259 -1.6843 1.6570
H -3.3915 -0.5897 1.6802
H 1.1662 -0.4308 3.6753
H 1.8275 -1.6022 3.3956
O 0.9217 -1.3777 3.7024
H -0.6593 -3.3399 -0.4309
H 0.0480 -2.0106 -1.0759
O -0.6136 -2.3816 -0.4100
H 3.3810 -0.4365 0.7714
H 3.1079 -1.8761 1.2968
O 3.5897 -1.0617 1.4783
H -0.5452 0.5691 -2.7366
H -0.1146 -1.0056 -2.6325
O -0.6678 -0.2906 -3.1491
H -0.0505 1.4381 3.0037
H 1.0060 1.9594 2.0945
O 0.6503 2.1160 2.9843
H 2.2411 0.8567 -2.9506
H 2.1848 -0.4455 -2.1954
O 2.5698 0.5236 -2.1054
H 1.2587 -0.2528 0.4850
H 1.8932 0.8411 -0.6340
O 1.6803 0.5919 0.3165
H -2.2445 -1.2863 -2.8193
H -2.5966 -1.4145 -1.2656
O -2.9376 -1.2565 -2.1498
H 0.9923 3.8701 -0.7044
H 1.3150 -1.9568 -3.0340
O 1.1957 -1.6197 -2.1369
H 2.3247 -2.5187 -0.9753
H 1.4330 -3.0421 0.0785
O 2.3765 -3.0325 -0.1370



Record 4
# C45H34Cl2N13O4Tl

C45H34Cl2N13O4Tl as an isolated structure in a non-equilibrium geometry (ωB97M-V with the def2-TZVPD basis set, the OMol25 dataset).

- energy above the lowest of the compared OMol25 structures with the same formula, charge and spin (kcal/mol) = 0.0
- LUMO (eV) = -6.4
- E_tot (Eh) = -3840.44799
- total charge = +2
- frontier orbital gap (Ha) = 0.201

Atoms and positions in Å:
Tl 0.5098 -0.2091 -0.2198
N 4.0145 0.3114 -1.3196
C 3.2480 1.1717 -1.9955
N 3.8566 1.9259 -2.8984
C 3.0955 2.7923 -3.5540
N 3.6362 3.5043 -4.5368
N 1.7889 3.0249 -3.2698
C 1.2851 2.2706 -2.3315
N 1.9123 1.2773 -1.6942
C -0.0811 2.6455 -1.8622
C -0.6093 3.8769 -2.2249
C -1.7914 4.2991 -1.6413
C -2.4279 3.4623 -0.7391
C -1.8607 2.2328 -0.4677
N -0.7021 1.8348 -1.0057
H 4.9717 0.2352 -1.6240
H 3.6051 -0.4578 -0.8123
H 4.6083 3.3891 -4.7654
H 3.0642 4.1473 -5.0541
H -0.0685 4.4834 -2.9350
H -2.2040 5.2713 -1.8784
H -3.3448 3.7541 -0.2448
H -2.3397 1.5395 0.2076
C 3.7372 4.1944 1.8579
C 2.5482 3.9945 1.1687
C 1.9887 2.7296 1.1226
C 2.6272 1.6629 1.7421
C 3.8090 1.8645 2.4566
C 4.3560 3.1303 2.5088
N 2.0167 0.3818 1.6340
N 2.5059 -0.5319 2.2833
C 1.9028 -1.8140 2.2001
C 2.5316 -2.8361 2.8786
C 1.9753 -4.1077 2.8141
C 0.8278 -4.2995 2.0680
C 0.2720 -3.2080 1.4101
N 0.7934 -1.9905 1.4974
H 4.1806 5.1811 1.8923
H 2.0581 4.8228 0.6719
H 1.0442 2.5626 0.6210
H 4.2864 1.0284 2.9486
H 5.2743 3.2967 3.0578
H 3.4417 -2.6290 3.4265
H 2.4354 -4.9352 3.3386
H 0.3698 -5.2753 1.9808
H -0.6193 -3.3148 0.7998
O -7.1902 -1.4533 2.0148
N -6.4976 -1.6081 1.0359
O -6.8887 -2.0281 -0.0338
C -5.0527 -1.2511 1.1682
C -4.6643 -0.8791 2.3965
C -3.3325 -0.4305 2.6455
C -2.9300 0.0476 3.9048
C -1.6742 0.5708 4.0493
C -0.8342 0.6011 2.9324
N -1.1756 0.1145 1.7529
C -2.4069 -0.4086 1.6000
C -2.7930 -0.9164 0.3029
N -1.8349 -0.9820 -0.6483
C -2.1498 -1.3962 -1.8693
C -3.4525 -1.7584 -2.2113
C -4.4348 -1.7155 -1.2613
C -4.1255 -1.3038 0.0546
H -5.3853 -0.8851 3.2017
H -3.6258 0.0147 4.7354
H -1.3320 0.9682 4.9945
H 0.1519 1.0467 3.0082
H -1.3522 -1.4478 -2.5869
H -3.6730 -2.0777 -3.2218
H -5.4427 -1.9935 -1.5136
Cl -1.6980 -0.4281 -4.8812
C -1.2295 -1.4458 -6.2249
C -1.7166 -1.1540 -7.4833
C -1.3570 -1.9596 -8.5491
C -0.5043 -3.0301 -8.3472
C -0.0136 -3.3080 -7.0821
Cl 1.1320 -4.5935 -6.9147
C -0.3790 -2.5304 -5.9761
N 0.1246 -2.7232 -4.6886
C 0.2068 -3.9452 -3.9855
C -0.6648 -5.0004 -4.2481
C -0.6241 -6.1514 -3.4821
C 0.2734 -6.2562 -2.4248
C 1.1422 -5.2104 -2.1712
C 1.1395 -4.0627 -2.9622
C 2.1775 -2.9914 -2.7427
C 1.7347 -2.0130 -1.6942
O 2.3983 -1.7835 -0.6592
O 0.6618 -1.3482 -1.8687
H -2.3749 -0.3072 -7.6238
H -1.7313 -1.7438 -9.5409
H -0.1917 -3.6490 -9.1782
H 0.1253 -1.9004 -4.1136
H -1.3975 -4.8926 -5.0403
H -1.3129 -6.9599 -3.6918
H 0.2970 -7.1513 -1.8167
H 1.8604 -5.2841 -1.3583
H 2.3421 -2.4060 -3.6514
H 3.1204 -3.4284 -2.4231



Record 5
# C44H36N4O4P2ReS2Se2

C44H36N4O4P2ReS2Se2 as an isolated structure in a non-equilibrium geometry (ωB97M-V with the def2-TZVPD basis set, the OMol25 dataset).

- energy above the lowest of the compared OMol25 structures with the same formula, charge and spin (kcal/mol) = 47.7
- LUMO (alpha / beta) (eV) = -7.3 / -8.1
- E_tot (Eh) = -8577.88307
- total charge = +2
- spin multiplicity = 2
- frontier orbital gap (alpha / beta) (Ha) = 0.189 / 0.160

Atoms and positions in Å:
Re -0.1215 -1.9049 1.3543
Se 1.9176 2.7561 -3.0151
P 0.5545 3.3126 -1.5414
C 1.2057 4.3933 -0.2430
C 0.9338 5.7567 -0.2428
C 1.5103 6.5783 0.7168
C 2.3566 6.0424 1.6746
C 2.6374 4.6804 1.6722
C 2.0664 3.8600 0.7148
C -0.9788 4.0697 -2.1182
C -1.9413 4.5418 -1.2214
C -3.0935 5.1388 -1.7009
C -3.2913 5.2712 -3.0714
C -2.3359 4.8089 -3.9620
C -1.1771 4.2103 -3.4880
C 0.0206 1.8536 -0.5822
C 0.4861 0.5481 -0.5458
N -0.3133 -0.1070 0.3606
N -1.2242 0.7558 0.8123
N -1.0335 1.9153 0.2747
P 1.6550 -0.5135 -1.3586
Se 1.8572 -2.1566 0.2323
C 3.3098 0.0305 -1.6809
C 3.8409 -0.0882 -2.9611
C 5.1334 0.3488 -3.1942
C 5.8786 0.8988 -2.1599
C 5.3491 0.9964 -0.8780
C 4.0639 0.5502 -0.6307
C 0.8364 -1.2897 -2.7566
C 0.0366 -0.4971 -3.5832
C -0.6038 -1.0770 -4.6675
C -0.4481 -2.4314 -4.9287
C 0.3445 -3.2188 -4.1030
C 0.9875 -2.6520 -3.0151
H 0.2793 6.1830 -0.9917
H 1.3002 7.6394 0.7106
H 2.8068 6.6856 2.4191
H 3.3137 4.2674 2.4101
H 2.3050 2.8025 0.6972
H -1.7879 4.4461 -0.1562
H -3.8364 5.5111 -1.0079
H -4.1901 5.7462 -3.4423
H -2.4838 4.9238 -5.0275
H -0.4147 3.8618 -4.1739
H 3.2445 -0.4858 -3.7723
H 5.5550 0.2742 -4.1871
H 6.8831 1.2516 -2.3518
H 5.9401 1.4185 -0.0769
H 3.6486 0.6219 0.3691
H -0.0638 0.5647 -3.3958
H -1.2222 -0.4676 -5.3132
H -0.9442 -2.8755 -5.7825
H 0.4722 -4.2723 -4.3147
H 1.6177 -3.2732 -2.3909
N -1.1823 -3.5960 0.6708
C -1.9585 -3.5363 -0.5794
C -2.1641 -4.7126 -1.2838
C -2.8270 -4.6669 -2.4993
C -3.2713 -3.4428 -2.9744
C -3.0882 -2.2729 -2.2571
C -2.4230 -2.3182 -1.0414
S -4.0765 -3.3682 -4.5517
O -3.6585 -4.5174 -5.3096
O -3.7714 -2.0820 -5.1364
O -5.5367 -3.4182 -4.3470
H -1.7295 -4.0097 1.4304
H -0.4326 -4.2778 0.5346
H -1.7948 -5.6594 -0.9065
H -2.9741 -5.5684 -3.0787
H -3.4362 -1.3261 -2.6484
H -2.2651 -1.4028 -0.4845
O -0.0095 -3.4470 2.9340
S 0.8461 -2.5423 3.8506
C 0.5564 -3.1010 5.4938
C -0.6499 -3.6747 5.8841
C -0.7974 -4.0707 7.1999
C 0.2442 -3.8813 8.1055
C 1.4430 -3.3130 7.7020
C 1.6115 -2.9256 6.3807
C -0.1238 -1.0471 3.6283
C -1.5243 -1.1483 3.5179
C -2.2890 0.0132 3.5461
C -1.6706 1.2437 3.6855
C -0.2802 1.3452 3.7618
C 0.5004 0.2095 3.7325
H -1.4431 -3.8324 5.1656
H -1.7197 -4.5304 7.5272
H 0.1193 -4.1922 9.1340
H 2.2505 -3.1855 8.4093
H 2.5527 -2.5052 6.0461
H -1.9971 -2.1244 3.5226
H -3.3664 -0.0492 3.4773
H -2.2699 2.1435 3.7164
H 0.1842 2.3190 3.8427
H 1.5797 0.2671 3.8141



Record 6
# C5H15O3

A 3-piece molecular cluster, C5H15O3 overall in a non-equilibrium geometry (ωB97M-V with the def2-TZVPD basis set, the OMol25 dataset).

- energy above the lowest of the compared OMol25 structures with the same formula, charge and spin (kcal/mol) = 14.0
- LUMO (eV) = 3.6
- E_tot (Eh) = -425.22681
- total charge = -1
- frontier orbital gap (Ha) = 0.263

Atoms and positions in Å:
C 1.0417 1.6409 -0.4764
O 0.8592 1.7452 0.9005
C -0.0366 0.7427 -1.1475
C -0.0489 -0.6935 -0.6245
C 1.1416 -1.5372 -1.1099
C -1.4100 -1.3740 -0.9114
H 0.8550 2.6750 -0.8512
H 2.1123 1.4627 -0.6892
H 0.1632 0.7927 -2.2255
H -0.9436 1.2032 -0.7554
H 0.0193 -0.5767 0.4567
H 1.0139 -2.5913 -0.8939
H 1.3643 -1.2839 -2.1439
H 1.9965 -1.0900 -0.5918
H -1.2298 -2.4473 -0.9294
H -1.8521 -1.1033 -1.8755
H -2.1477 -1.1137 -0.1533
H 1.3591 0.6590 1.6473
H 0.5980 -0.2832 2.7265
O 1.4599 -0.0630 2.4393
H -1.3982 1.0156 2.0715
H -2.8620 1.2464 2.3531
O -2.0551 0.9736 2.7838



Record 7
# C32H65BN2O6

A 3-piece molecular cluster, C32H65BN2O6 overall in a non-equilibrium geometry (ωB97M-V with the def2-TZVPD basis set, the OMol25 dataset).

- energy above the lowest of the compared OMol25 structures with the same formula, charge and spin (kcal/mol) = 0.0
- LUMO (alpha / beta) (eV) = 0.2 / 0.2
- E_tot (Eh) = -1844.01987
- spin multiplicity = 3
- frontier orbital gap (alpha / beta) (Ha) = 0.317 / 0.347

Atoms and positions in Å:
C 11.7511 -0.6994 0.3174
C 11.2640 0.7029 0.7550
C 11.4563 1.6736 -0.4214
C 11.8722 3.0800 -0.0091
C 10.8871 3.8077 0.9287
C 9.3942 3.7002 0.5312
C 8.7318 5.0990 0.4954
C 7.4948 5.1751 -0.4336
C 6.1599 5.3514 0.3237
C 4.9987 4.7930 -0.5462
C 3.8651 4.1514 0.3197
C 3.5971 2.7019 -0.0883
O 3.4861 1.8463 1.1000
C 2.7496 0.7813 0.7833
O 1.8084 0.4866 1.3635
O 3.2040 0.0220 -0.2580
B 4.1799 -0.9247 0.0928
C 5.1746 -1.3734 -1.0544
O 4.2671 -1.4805 1.3361
H 12.8038 -0.6089 0.0586
H 11.6334 -1.4327 1.1146
H 11.1428 -1.0341 -0.5225
H 11.8198 0.9829 1.6518
H 10.2140 0.6045 1.0347
H 12.2685 1.2726 -1.0303
H 10.5548 1.6755 -1.0323
H 12.8289 3.0360 0.5178
H 12.0570 3.7098 -0.8815
H 11.0254 3.4854 1.9612
H 11.1674 4.8617 0.9125
H 8.8957 3.1601 1.3399
H 9.2197 3.1366 -0.3829
H 9.4574 5.8266 0.1339
H 8.4975 5.3506 1.5290
H 7.6079 6.0684 -1.0444
H 7.4626 4.2751 -1.0430
H 6.1804 4.8643 1.2980
H 5.9222 6.4048 0.4531
H 4.5295 5.5993 -1.1078
H 5.3641 4.0500 -1.2503
H 2.9569 4.7256 0.1508
H 4.0823 4.2374 1.3814
H 2.6486 2.6917 -0.6270
H 4.3671 2.2853 -0.7338
H 6.0867 -1.7262 -0.5772
H 4.7069 -2.2001 -1.5917
H 5.4158 -0.5574 -1.7291
H 4.3954 -0.8323 2.0447
C -4.7969 -1.0260 0.3482
C -4.1013 -2.0416 1.2781
C -3.6989 -1.3426 2.5777
C -2.5457 -0.3606 2.3831
C -1.3513 -1.0429 1.7170
C -1.6954 -1.8363 0.4524
N -2.9279 -2.6679 0.6024
O -2.6198 -3.7484 1.2375
C -1.8580 -0.8816 -0.7487
C -0.4800 -2.6900 0.0843
C -5.1887 -3.0748 1.5707
H -5.8026 -0.8055 0.7107
H -4.2963 -0.0622 0.2934
H -4.8962 -1.4222 -0.6645
H -3.4069 -2.0881 3.3247
H -4.5616 -0.8165 2.9947
H -2.8668 0.5041 1.7951
H -2.2395 0.0348 3.3541
H -0.5942 -0.2936 1.4823
H -0.8947 -1.7134 2.4524
H -2.2122 -1.4200 -1.6295
H -0.8995 -0.4284 -1.0049
H -2.5355 -0.0509 -0.5627
H -0.1584 -3.3267 0.9073
H 0.3634 -2.0452 -0.1645
H -0.6874 -3.3241 -0.7801
H -5.5347 -3.5460 0.6472
H -6.0480 -2.5960 2.0425
H -4.8603 -3.8586 2.2519
C -8.7090 -0.3388 -0.9071
C -10.0689 -1.0669 -0.8831
C -10.1850 -1.8755 0.4092
C -9.2583 -3.0883 0.4317
C -9.4743 -3.9657 -0.8001
C -9.4545 -3.2059 -2.1329
N -10.2332 -1.9308 -2.0888
O -11.4854 -2.2105 -2.2257
C -8.0005 -2.9111 -2.5578
C -9.9791 -4.1445 -3.2217
C -11.0963 0.0651 -0.8681
H -8.7132 0.5024 -0.2123
H -7.8726 -0.9616 -0.5977
H -8.4925 0.0633 -1.8982
H -11.2170 -2.2171 0.5417
H -9.9663 -1.2331 1.2658
H -8.2117 -2.7771 0.4985
H -9.4541 -3.6752 1.3321
H -8.7182 -4.7540 -0.8189
H -10.4379 -4.4734 -0.6872
H -7.9752 -2.2745 -3.4437
H -7.4814 -3.8377 -2.8058
H -7.4018 -2.4381 -1.7817
H -10.9615 -4.5481 -2.9803
H -9.3068 -4.9951 -3.3344
H -10.0440 -3.6368 -4.1857
H -10.9975 0.6941 -1.7552
H -10.9402 0.6947 0.0081
H -12.1224 -0.2963 -0.8177



Record 8
# C2H4S

C2H4S as an isolated structure in a non-equilibrium geometry (ωB97M-V with the def2-TZVPD basis set, the OMol25 dataset).

- energy above the lowest of the compared OMol25 structures with the same formula, charge and spin (kcal/mol) = 90.5
- LUMO (eV) = -0.3
- E_tot (Eh) = -476.61698
- frontier orbital gap (Ha) = 0.343

Atoms and positions in Å:
C -0.2075 1.3431 -0.3381
C -1.0370 0.7481 0.7657
S 0.2911 1.7656 1.2009
H 1.8894 -0.4309 0.8606
H 2.2479 -0.9815 1.3160
H -2.1350 1.0657 0.6389
H -0.8342 -0.2918 1.0240



Record 9
# C17H27I2N2O10P3S3SbZr

C17H27I2N2O10P3S3SbZr as an isolated structure (ωB97M-V with the def2-TZVPD basis set, the OMol25 dataset).

- LUMO (alpha / beta) (eV) = -0.5 / -1.6
- E_tot (Eh) = -4627.76049
- spin multiplicity = 2
- frontier orbital gap (alpha / beta) (Ha) = 0.250 / 0.216

Atoms and positions in Å:
Zr 0.1405 0.8008 0.0751
I 3.3433 -0.4270 4.0555
C 3.0043 1.4265 3.1915
C 3.6111 2.5713 3.7516
C 3.3885 3.8151 3.2352
I 4.3290 5.4488 4.1198
C 2.5129 3.9772 2.1247
C 2.1242 5.2179 1.5671
C 1.2170 5.2573 0.5485
C 0.6826 4.0544 0.0559
N 1.0400 2.8879 0.5398
C 1.9415 2.8246 1.5657
C 2.2040 1.5154 2.0792
O 1.5979 0.4950 1.5150
H 4.2558 2.4460 4.6103
H 2.5367 6.1314 1.9740
H 0.8770 6.1925 0.1286
H -0.0573 4.0388 -0.7342
N 1.2713 0.3337 -4.8027
C 1.5694 -0.2582 -3.4383
C 2.6940 -1.2698 -3.5583
P 1.9290 1.1239 -2.2978
O 3.0447 1.8779 -3.1705
O 0.6454 1.8957 -2.1536
O 2.3899 0.6109 -0.9740
P -0.0329 -1.0208 -2.8737
O -1.1060 0.0068 -3.4824
O -0.1629 -2.3410 -3.4998
O 0.0212 -0.8399 -1.3663
H 2.0934 0.8070 -5.1828
H 0.4953 0.9996 -4.7071
H 0.9676 -0.4040 -5.4440
H 3.5830 -0.8229 -4.0103
H 2.3709 -2.1376 -4.1341
H 2.9657 -1.6045 -2.5580
H 3.5438 2.5479 -2.6854
H -1.4165 0.6655 -2.8314
S -2.6306 4.9239 1.4739
Sb -2.7098 2.6405 1.4435
S -0.9331 1.6465 2.5564
S -2.0058 1.9354 -0.7559
C -2.1770 -5.1689 -0.6963
C -1.8103 -3.7101 -0.8015
O -2.3105 -3.0363 0.3761
P -2.4526 -1.4204 0.2877
O -1.0006 -0.9492 1.0204
C -0.4664 -1.7281 2.1414
C 0.6625 -2.6164 1.6823
O -3.3463 -1.1715 1.6146
C -4.7637 -1.3839 1.4573
C -5.1830 -2.6685 2.1338
H -1.8044 -5.7123 -1.5650
H -3.2589 -5.2943 -0.6478
H -1.7396 -5.6115 0.1991
H -2.2419 -3.2503 -1.6942
H -0.7290 -3.5726 -0.8587
H -1.2941 -2.2980 2.5574
H -0.1438 -0.9896 2.8727
H 0.3040 -3.4265 1.0472
H 1.1424 -3.0524 2.5605
H 1.4240 -2.0468 1.1487
H -5.0206 -1.3971 0.3919
H -5.2537 -0.5180 1.9028
H -4.6984 -3.5270 1.6697
H -6.2646 -2.7928 2.0604
H -4.9096 -2.6478 3.1885